Entry 1:
DFT (the ωB97M-V functional and the def2-TZVPD basis) results for a molecular structure, C4H9NO2.

The geometry in ORCA input format:
```
! RIJCOSX wB97M-V def2-TZVPD def2/J DEFGRID3
* xyz 0 1
C 1.472 0.351 -0.829
O 1.651 0.040 0.503
C -0.238 0.052 1.537
C -0.812 -0.138 0.292
N -0.860 0.803 -0.648
O -0.732 2.080 -0.092
C -1.088 -1.529 -0.226
H 2.613 0.139 -0.140
H 1.292 -0.451 -1.544
H 1.419 1.390 -1.133
H -0.100 1.047 1.940
H -0.189 -0.778 2.237
H -0.952 2.653 -0.839
H -1.808 -2.044 0.419
H -0.168 -2.127 -0.239
H -1.501 -1.487 -1.238
*
```

Results
- molar mass (g/mol) = 103.121
- ΔE to the lowest compared entry with this formula, charge and spin (kJ/mol) = 742.2

Here are the Löwdin charges for atoms 1 to 2, given in e: number 1, C, carries -0.129; number 2, O, carries -0.166

=====

Entry 2:
DFT (the ωB97M-V functional and the def2-TZVPD basis) results for 2 unconnected molecules or ions with the total composition C4H9NO2.

The geometry in ORCA input format:
```
! RIJCOSX wB97M-V def2-TZVPD def2/J DEFGRID3
* xyz 0 1
C 0.121 -2.019 0.902
C 0.721 0.541 0.232
C 0.555 0.181 -1.233
O 0.742 1.405 -1.895
N -0.094 1.177 0.993
C -1.341 1.591 0.548
O -1.597 2.021 -0.562
H -0.030 -2.621 1.796
H 1.141 -2.124 0.524
H -0.607 -2.254 0.122
H 1.704 0.310 0.656
H 1.341 -0.513 -1.552
H -0.409 -0.290 -1.476
H -0.026 1.936 -1.603
H -0.031 -0.991 1.212
H -2.115 1.593 1.334
*
```

Results
- molar mass (g/mol) = 103.121
- ΔE to the lowest compared entry with this formula, charge and spin (kJ/mol) = 256.5

Here are the Löwdin charges for atoms 1 to 2, given in e: number 1, C, carries -0.036; number 2, C, carries -0.145

=====

Entry 3:
DFT (the ωB97M-V functional and the def2-TZVPD basis) results for 2 unconnected molecules or ions with the total composition C4H9NO2 at a distorted geometry.

The geometry in ORCA input format:
```
! RIJCOSX wB97M-V def2-TZVPD def2/J DEFGRID3
* xyz 0 1
C -0.151 -0.973 1.001
C -2.297 -1.756 -0.080
C 1.797 2.806 -0.095
C -0.821 -1.397 -0.084
N 1.727 1.381 0.158
O 1.574 0.593 -0.789
O -0.301 -1.575 -1.298
H -0.516 -0.917 1.898
H -2.835 -0.820 -0.220
H -2.509 -2.599 -0.847
H -2.623 -2.114 0.903
H 1.790 2.926 -1.133
H 0.998 3.161 0.465
H 2.620 3.201 0.467
H 0.858 -0.745 0.964
H 0.689 -1.172 -1.311
*
```

Results
- molar mass (g/mol) = 103.121
- ΔE to the lowest compared entry with this formula, charge and spin (kJ/mol) = 509.8

Here are the Löwdin charges for atoms 1 to 2, given in e: number 1, C, carries 0.036; number 2, C, carries -0.039

=====

Entry 4:
DFT (the ωB97M-V functional and the def2-TZVPD basis) results for a molecular structure, C4H9NO2.

The geometry in ORCA input format:
```
! RIJCOSX wB97M-V def2-TZVPD def2/J DEFGRID3
* xyz 0 1
C -0.378 -0.804 -0.051
C 0.347 -1.001 1.269
C 0.490 0.289 2.077
C -0.286 0.340 -2.416
N -0.363 1.617 -2.188
O 0.374 0.081 -0.899
O -0.481 -0.573 -3.141
H -0.659 2.245 -2.922
H 0.113 1.252 -1.009
H -1.381 -0.388 0.110
H -0.479 -1.746 -0.594
H -0.211 -1.745 1.846
H 1.331 -1.430 1.065
H 0.988 0.104 3.030
H 1.081 1.029 1.533
H -0.488 0.730 2.290
*
```

Results
- molar mass (g/mol) = 103.121
- ΔE to the lowest compared entry with this formula, charge and spin (kJ/mol) = 246.3

Here are the Löwdin charges for atoms 1 to 2, given in e: number 1, C, carries -0.212; number 2, C, carries -0.236